Entry 1:
Entry from the Open Molecules 2025 dataset: C5H7N10O2Ti as an isolated structure (ωB97M-V/def2-TZVPD).

For the maximum force, the calculation gives 0.403 eV Å⁻¹. As for the multiplicity: 1. The value obtained for the HOMO energy is -13.34 eV. Its gap between HOMO and LUMO is 6.96 eV. The net charge is +1. The calculation puts the molecular weight at 287.0 g mol⁻¹.

CARTESIAN COORDINATES (ANGSTROEM)
Ti 0.064 0.039 -0.092
N 1.426 2.493 -2.064
C 0.120 2.607 -1.677
N -0.734 3.542 -1.973
N -1.895 3.183 -1.344
N -1.775 2.097 -0.706
N -0.469 1.676 -0.875
C 2.211 1.445 -1.671
N 3.461 1.232 -1.951
N 3.775 0.054 -1.328
N 2.788 -0.440 -0.713
N 1.729 0.435 -0.889
H 1.817 3.191 -2.681
N 0.032 -0.082 2.003
C -0.545 -1.382 2.551
C -1.752 -1.879 1.755
C -1.302 -2.495 0.453
O -1.277 -3.620 0.128
O -0.745 -1.485 -0.395
H 0.958 0.051 2.415
H -0.525 0.690 2.378
H -0.842 -1.192 3.580
H 0.261 -2.115 2.556
H -2.436 -1.051 1.545
H -2.281 -2.632 2.334

Entry 2:
Entry from the Open Molecules 2025 dataset: C5H7N2 as an isolated structure (ωB97M-V/def2-TZVPD).

For the maximum force, the calculation gives 3.490 eV Å⁻¹. As for the multiplicity: 1. The value obtained for the HOMO energy (spin up / spin down) is -14.79 / -14.79 eV. Its gap between HOMO and LUMO (spin up / spin down) is 8.97 / 8.97 eV. The net charge is +1. The calculation puts the molecular weight at 95.1 g mol⁻¹.

CARTESIAN COORDINATES (ANGSTROEM)
C -0.587 1.763 0.047
C 0.660 1.164 0.303
C -1.661 0.916 0.030
C 0.967 -0.271 0.206
C -0.224 -1.238 -0.114
N -1.347 -0.809 0.585
N -2.359 -0.122 -0.151
H -0.483 2.868 -0.112
H 1.625 1.631 0.408
H 1.746 -0.413 -0.618
H 1.778 -0.466 1.008
H -0.275 -1.375 -1.130
H -0.102 -2.210 0.174
H -3.363 -0.346 -0.133

Entry 3:
Entry from the Open Molecules 2025 dataset: an isolated ion of composition C5H7N2 and charge +1 (ωB97M-V/def2-TZVPD).

For the maximum force, the calculation gives 5.033 eV Å⁻¹. As for the multiplicity: 1. The value obtained for the HOMO energy (spin up / spin down) is -13.60 / -13.60 eV. Its gap between HOMO and LUMO (spin up / spin down) is 7.61 / 7.61 eV. The net charge is +1. The calculation puts the molecular weight at 95.1 g mol⁻¹.

CARTESIAN COORDINATES (ANGSTROEM)
C -1.478 -1.616 -0.350
C -1.822 -0.388 -0.506
C 0.732 -0.911 -0.248
C 0.782 2.167 0.964
C 1.008 1.489 -0.178
N -0.140 -1.901 -0.201
N 0.410 0.254 -0.373
H -2.170 -2.284 0.022
H -2.031 0.621 -0.964
H 1.724 -1.145 0.171
H 1.164 3.139 1.213
H 0.145 1.671 1.683
H 1.549 1.794 -1.074
H 0.127 -2.891 -0.159

Entry 4:
Entry from the Open Molecules 2025 dataset: an isolated ion of composition C5H7N2O4P and charge -2 (ωB97M-V/def2-TZVPD).

As for the structure (SMILES): C[C@H](OP(=O)([O-])[O-])n1ccnc1. For the maximum force, the calculation gives 4.573 eV Å⁻¹. As for the multiplicity: 1. The value obtained for the HOMO energy is 0.09 eV. Its gap between HOMO and LUMO is 5.94 eV. The net charge is -2. The calculation puts the molecular weight at 190.1 g mol⁻¹.

CARTESIAN COORDINATES (ANGSTROEM)
C -1.918 2.207 0.064
C -0.570 1.937 0.273
C -1.523 0.244 -0.637
C 0.822 -1.547 -0.097
C 0.969 0.099 -0.288
N -2.528 1.121 -0.496
N -0.309 0.693 -0.197
O 4.283 1.353 0.872
O 3.671 -1.046 0.043
O 3.385 0.922 -1.464
O 1.818 0.599 0.574
P 3.523 0.445 -0.019
H -2.466 3.137 0.323
H 0.236 2.533 0.570
H -1.775 -0.590 -1.192
H -0.244 -1.733 -0.174
H 1.204 -1.877 0.936
H 1.470 -1.860 -0.877
H 1.549 0.355 -1.251

Entry 5:
Entry from the Open Molecules 2025 dataset: C5H7N3 as an isolated structure (ωB97M-V/def2-TZVPD).

For the maximum force, the calculation gives 8.617 eV Å⁻¹. As for the multiplicity: 1. The value obtained for the HOMO energy is -8.85 eV. Its gap between HOMO and LUMO is 8.90 eV. The calculation puts the molecular weight at 109.1 g mol⁻¹.

CARTESIAN COORDINATES (ANGSTROEM)
C 1.994 -0.907 -0.136
C 0.727 -0.471 0.132
C -1.319 0.155 0.872
C -0.806 1.203 -0.008
C -2.094 -0.826 0.018
H 2.722 0.053 -1.101
H 1.531 -1.955 -0.947
H 2.922 -1.375 0.895
H -2.003 0.583 1.707
H -0.375 1.889 0.719
H -1.292 1.655 -0.992
H 0.855 1.072 -1.068
N -0.104 -0.548 1.152
N 0.236 0.557 -0.599
N -2.995 -1.086 -0.643

Entry 6:
Entry from the Open Molecules 2025 dataset: an isolated molecule of C5H7N3 (ωB97M-V/def2-TZVPD).

For the maximum force, the calculation gives 4.842 eV Å⁻¹. As for the multiplicity: 1. The value obtained for the HOMO energy is -7.90 eV. Its gap between HOMO and LUMO is 8.40 eV. The calculation puts the molecular weight at 109.1 g mol⁻¹.

CARTESIAN COORDINATES (ANGSTROEM)
C 1.195 1.539 1.133
C 0.054 1.669 0.442
C 2.204 -0.509 1.831
C 0.391 -0.498 0.036
C -0.029 -1.752 -0.055
N 1.431 0.107 0.988
N -0.482 0.533 -0.210
N -1.317 0.480 -1.242
H 1.862 2.022 1.769
H -0.446 2.539 0.070
H 2.275 -1.662 1.388
H -1.067 -1.771 -0.356
H 0.735 -2.547 -0.329
H -1.031 1.115 -2.061
H -2.282 0.660 -0.921